No. 1
66
Properties=species:S:1:pos:R:3 method="wB97M-V/def2-TZVPD" spin_multiplicity=1 e_homo_ev=-13.6 orbital_gap_ev=5.02 e_lumo_ev=-8.5880 fmax_ev_per_a=0.5 total_charge=+2 relative_energy_kcal_mol=6.8
Sc -0.224 -0.402 0.443
I -3.067 -1.022 0.200
C -2.618 -2.683 -1.016
C -3.643 -3.451 -1.480
C -3.333 -4.559 -2.298
C -2.035 -4.844 -2.609
C -0.976 -4.038 -2.124
C 0.378 -4.323 -2.442
C 1.393 -3.543 -1.972
C 1.090 -2.429 -1.156
C -0.204 -2.094 -0.811
C -1.257 -2.919 -1.305
H -4.673 -3.229 -1.238
H -4.139 -5.175 -2.673
H -1.799 -5.694 -3.237
H 0.592 -5.177 -3.073
H 2.420 -3.767 -2.226
H 1.932 -1.825 -0.812
C 2.977 1.925 0.802
P 2.285 0.332 1.344
C 3.714 -0.781 1.160
C 1.988 0.497 3.142
C 2.666 1.460 3.888
C 2.488 1.548 5.262
C 1.635 0.666 5.908
C 0.943 -0.290 5.177
C 1.102 -0.384 3.796
P 0.164 -1.609 2.822
C 1.098 -3.167 2.867
C -1.338 -1.989 3.768
H 2.337 2.761 1.077
H 3.073 1.909 -0.284
H 3.968 2.086 1.226
H 4.504 -0.505 1.859
H 4.095 -0.676 0.142
H 3.442 -1.823 1.314
H 3.358 2.139 3.406
H 3.039 2.289 5.828
H 1.518 0.707 6.984
H 0.279 -0.968 5.698
H 1.134 -3.546 3.890
H 2.116 -3.024 2.514
H 0.604 -3.897 2.226
H -1.106 -2.425 4.740
H -1.912 -2.719 3.195
H -1.949 -1.097 3.902
F -0.256 5.857 3.673
C -0.647 4.671 4.101
C -0.900 4.490 5.410
F -0.743 5.499 6.233
C -1.307 3.206 5.961
C -1.499 2.161 4.969
C -1.247 2.357 3.668
F -1.442 1.333 2.818
C -0.773 3.607 3.133
C -0.438 3.768 1.812
C -0.505 2.677 0.902
N -0.507 1.799 0.157
C 0.122 4.945 1.218
N 0.649 5.818 0.690
F -1.937 0.980 5.353
C -1.455 2.985 7.295
C -1.763 1.694 7.840
N -2.015 0.676 8.307
C -1.256 3.989 8.295
N -1.079 4.737 9.149


No. 2
64
Properties=species:S:1:pos:R:3 method="wB97M-V/def2-TZVPD" spin_multiplicity=4 e_homo_ev="-10.5 / -11.1" orbital_gap_ev="6.74 / 7.19" e_lumo_ev="-3.7595 / -3.9431" fmax_ev_per_a=1.2 total_charge=+1 relative_energy_kcal_mol=0.0
Re 0.510 0.249 0.354
O -0.182 -0.650 2.022
C -1.309 -1.370 1.914
C -1.392 -2.586 2.594
C -2.513 -3.381 2.479
C -3.610 -2.979 1.709
C -3.566 -1.764 1.075
C -2.421 -0.952 1.145
C -2.468 0.389 0.625
N -1.406 1.064 0.373
N -1.490 2.446 0.235
C -0.340 2.958 0.527
O 0.710 2.210 0.868
C -0.160 4.419 0.474
C -1.110 5.218 -0.157
C -0.925 6.589 -0.216
C 0.202 7.167 0.355
C 1.149 6.372 0.989
C 0.972 4.998 1.044
H -0.540 -2.887 3.192
H -2.547 -4.328 3.004
H -4.488 -3.606 1.632
H -4.420 -1.416 0.503
H -3.421 0.907 0.543
H -1.987 4.756 -0.591
H -1.663 7.212 -0.707
H 0.342 8.240 0.308
H 2.022 6.824 1.442
H 1.698 4.367 1.540
C 1.214 2.611 -3.250
C 0.475 1.979 -4.246
C -0.189 0.814 -3.946
C -0.118 0.255 -2.668
N 0.576 0.905 -1.692
C 1.228 2.055 -2.000
N -0.767 -0.966 -2.520
C -0.456 -1.799 -1.599
N 0.373 -1.547 -0.524
C 0.730 -2.735 0.092
N 1.654 -2.886 0.960
C 2.509 -1.869 1.356
C 3.611 -2.270 2.116
C 4.550 -1.357 2.535
C 4.398 -0.015 2.194
C 3.300 0.342 1.461
N 2.368 -0.549 1.044
C -0.107 -3.799 -0.498
C -0.222 -5.139 -0.194
C -1.118 -5.890 -0.947
C -1.855 -5.312 -1.980
C -1.720 -3.964 -2.294
C -0.846 -3.221 -1.528
H 1.752 3.531 -3.429
H 0.425 2.395 -5.244
H -0.772 0.277 -4.680
H 1.753 2.536 -1.189
H 3.689 -3.322 2.347
H 5.398 -1.681 3.124
H 5.106 0.739 2.505
H 3.119 1.376 1.194
H 0.363 -5.582 0.603
H -1.245 -6.943 -0.730
H -2.540 -5.927 -2.549
H -2.280 -3.507 -3.100


No. 3
104
Properties=species:S:1:pos:R:3 method="wB97M-V/def2-TZVPD" spin_multiplicity=1 e_homo_ev=-9.9 orbital_gap_ev=7.81 e_lumo_ev=-2.0921 fmax_ev_per_a=10.6 smiles="FC(F)C(F)(F)COC(F)(F)C(F)F.FC(F)C(F)(F)COC(F)(F)C(F)F.FC(F)C(F)(F)COC(F)(F)C(F)F.FC(F)C(F)(F)COC(F)(F)C(F)F.FC(F)C(F)(F)COC(F)(F)C(F)F.C#CCC1=C(Br)C(=O)OC1=O"
F 1.670 4.480 0.421
C 1.855 3.918 1.640
F 1.753 4.931 2.543
C 3.199 3.212 1.768
F 4.234 4.095 1.687
F 3.273 2.672 3.025
C 3.436 2.071 0.768
O 4.178 2.397 -0.411
C 3.422 2.996 -1.462
F 2.102 2.845 -1.197
F 3.667 2.245 -2.571
C 3.821 4.453 -1.731
F 3.718 5.218 -0.614
F 3.006 5.019 -2.663
H 1.026 3.228 1.828
H 4.064 1.335 1.286
H 2.514 1.524 0.532
H 4.852 4.520 -2.089
F 2.164 0.701 -7.604
C 2.752 1.741 -6.965
F 2.629 2.812 -7.795
C 4.215 1.480 -6.631
F 4.969 1.360 -7.760
F 4.702 2.583 -5.979
C 4.473 0.266 -5.726
O 4.826 -0.956 -6.380
C 3.728 -1.718 -6.882
F 2.578 -1.235 -6.355
F 3.878 -2.969 -6.366
C 3.705 -1.795 -8.415
F 3.687 -0.561 -8.981
F 2.587 -2.436 -8.855
H 2.173 1.960 -6.062
H 5.358 0.514 -5.126
H 3.675 0.119 -4.988
H 4.580 -2.327 -8.796
F 5.340 -3.002 2.121
C 4.526 -2.097 1.527
F 5.340 -1.237 0.857
C 3.649 -1.347 2.522
F 4.397 -0.571 3.357
F 2.861 -0.475 1.816
C 2.712 -2.228 3.363
O 3.176 -2.593 4.666
C 4.063 -3.710 4.706
F 4.025 -4.348 3.512
F 3.527 -4.577 5.609
C 5.485 -3.330 5.143
F 6.016 -2.367 4.346
F 6.323 -4.400 5.065
H 3.918 -2.620 0.781
H 1.816 -1.625 3.556
H 2.342 -3.096 2.803
H 5.495 -2.958 6.170
F 0.727 0.033 7.217
C -0.051 -0.064 8.322
F -0.134 -1.391 8.611
C -1.438 0.534 8.123
F -2.152 -0.164 7.194
F -2.130 0.395 9.298
C -1.462 2.025 7.754
O -1.572 2.338 6.363
C -0.347 2.302 5.631
F 0.688 2.262 6.504
F -0.255 3.506 5.001
C -0.304 1.174 4.591
F -0.522 -0.041 5.157
F 0.917 1.107 3.993
H 0.472 0.420 9.154
H -2.379 2.435 8.195
H -0.652 2.586 8.237
H -1.059 1.324 3.816
F -6.824 -3.437 -2.216
C -6.229 -2.804 -3.256
F -5.159 -2.144 -2.735
C -7.164 -1.839 -3.973
F -7.527 -0.803 -3.163
F -6.468 -1.269 -5.008
C -8.429 -2.473 -4.570
O -9.617 -2.397 -3.779
C -9.742 -3.396 -2.767
F -8.826 -4.368 -2.992
F -10.957 -3.976 -2.965
C -9.674 -2.820 -1.346
F -8.531 -2.117 -1.141
F -9.688 -3.814 -0.415
H -5.842 -3.564 -3.943
H -8.668 -1.893 -5.470
H -8.249 -3.490 -4.941
H -10.517 -2.153 -1.150
C -5.369 1.351 -1.981
C -4.136 0.654 -2.082
C -2.597 0.109 -1.934
C -2.066 0.647 -0.487
C -2.341 2.043 0.026
Br -3.139 3.680 -0.821
C -1.963 1.819 1.561
O -2.808 2.339 2.421
O -1.188 0.665 2.020
C -1.130 0.039 0.692
O -0.051 -0.629 0.406
H -6.289 1.932 -1.559
H -2.741 -1.065 -1.766
H -1.899 0.274 -2.836